This record from the Open Molecules 2025 dataset describes a structure of composition C26H26IN9O6S2Ti. The level of theory is the ωB97M-V functional and the def2-TZVPD basis.

Last column: Löwdin spin population.
Positions of all 71 atoms, in Å:
Ti  -0.1010  0.1223  0.1043  0.9240
C  -3.9799  1.0422  -2.2281  -0.0002
C  -2.9407  2.1122  -2.3776  -0.0015
N  -3.2761  3.2342  -2.9653  0.0019
C  -2.3653  4.2179  -3.1008  0.0000
C  -1.0699  4.1192  -2.6677  0.0023
C  -0.1126  5.2672  -2.8619  0.0003
O  1.0280  4.9127  -3.6372  0.0001
C  -0.6815  2.9149  -2.0304  0.0010
C  0.6800  2.7188  -1.6209  0.0088
N  1.0856  1.6705  -0.9888  -0.0019
C  2.4287  1.5092  -0.5937  0.0005
C  3.0414  2.5018  0.3073  -0.0001
C  4.0576  2.1826  1.1009  0.0001
C  4.5298  0.7710  1.2225  0.0000
C  3.9114  -0.1777  0.1627  0.0002
C  3.0921  0.3846  -0.9072  0.0041
I  2.3749  -0.9356  -2.3452  0.0124
C  -1.6292  1.8965  -1.8640  0.0024
O  -1.3664  0.7507  -1.2751  -0.0037
H  -4.8469  1.3019  -2.8295  0.0000
H  -4.3050  0.9582  -1.1867  -0.0001
H  -3.5980  0.0689  -2.5409  0.0000
H  -2.7143  5.1208  -3.5880  0.0000
H  0.2778  5.6080  -1.9019  0.0001
H  -0.6476  6.1090  -3.3055  0.0000
H  0.7533  4.7789  -4.5505  0.0000
H  1.4075  3.4707  -1.9197  0.0001
H  2.6436  3.5094  0.2814  0.0000
H  4.5341  2.9231  1.7304  0.0000
H  5.6134  0.7156  1.2949  0.0000
H  4.5561  -1.0057  -0.1217  0.0001
O  2.4679  2.2610  4.9629  0.0000
C  3.2973  1.5620  4.2160  0.0000
O  4.5022  1.6099  4.3516  -0.0004
C  2.7713  0.7148  3.1301  -0.0007
C  3.7902  -0.0310  2.3323  -0.0003
N  2.9271  -0.7401  1.2792  0.0024
N  1.6048  -0.1981  1.3540  0.0054
C  1.6114  0.6407  2.4564  0.0034
C  0.3718  1.4806  2.6083  0.0043
O  0.1874  2.1658  3.5953  0.0017
O  -0.4138  1.4126  1.5788  0.0124
H  1.5347  2.1691  4.6433  0.0000
H  4.4205  -0.7224  2.8862  0.0000
H  2.8960  -1.7575  1.3196  0.0000
N  -2.2642  -0.5062  0.9307  -0.0018
N  -2.7273  -1.7723  1.3406  0.0003
C  -2.1406  -2.3534  2.4314  0.0001
N  -2.6058  -3.5866  2.7011  -0.0001
S  -0.9688  -1.6022  3.3280  0.0007
H  -2.4613  0.2076  1.6363  0.0005
H  -2.7431  -0.2665  0.0667  0.0001
H  -3.7210  -1.9288  1.2350  -0.0001
H  -3.0661  -4.1469  1.9987  0.0000
H  -2.2181  -4.0621  3.4975  0.0000
N  -2.0727  -6.5405  -1.9037  0.0001
C  -2.1036  -5.8845  -0.7391  0.0005
S  -2.9363  -6.3666  0.5874  0.0018
C  -1.3818  -4.5780  -0.7215  0.0057
C  -0.4884  -4.2843  0.2987  -0.0014
C  0.0260  -3.0062  0.3844  0.0066
N  -0.3327  -2.0241  -0.4504  0.0031
C  -1.1387  -2.3298  -1.4741  0.0059
C  -1.6612  -3.5926  -1.6620  -0.0013
H  -2.5630  -7.4181  -1.9794  0.0000
H  -1.4605  -6.2643  -2.6531  0.0000
H  -0.2419  -5.0283  1.0430  -0.0001
H  0.6684  -2.7224  1.2063  0.0003
H  -1.4010  -1.5105  -2.1330  0.0003
H  -2.3459  -3.7738  -2.4798  -0.0002

Output
Charge: +1
Frontier orbital gap (spin up / spin down) (eV): 7.366 / 7.449
Multiplicity: 2
HOMO (spin up / spin down) (Eh): -0.402 / -0.406
Energy above the lowest of the compared OMol25 structures with the same formula, charge and spin (kcal/mol): 80.7
⟨S²⟩: 0.75